(1)
ORCA calculation (ωB97M-V/def2-TZVPD) on a cluster of 2 separate species, C12H22N3 in total at a distorted geometry.

The geometry in XYZ format:
```
37
Properties=species:S:1:pos:R:3:forces:R:3:lowdin_charge:R:1
C 2.689 0.956 1.877 -2.0 -0.9 0.8 0.095
C 2.026 -2.501 -0.659 -0.7 -3.5 0.5 0.009
C -2.719 -1.959 0.394 1.6 -2.0 -0.7 -0.026
C 1.496 -1.340 -0.359 -0.9 0.5 0.7 -0.200
C -3.907 0.575 1.276 0.1 -0.2 1.0 -0.033
C 0.164 1.539 -0.718 0.9 1.6 0.2 -0.182
C -1.028 0.773 -1.365 1.0 0.1 0.1 -0.184
C 1.414 1.006 -1.362 1.3 -3.0 2.5 -0.016
C -2.395 1.124 -0.711 1.9 2.2 -2.8 -0.163
C 2.056 -0.220 -1.078 -2.2 1.6 -1.9 -0.197
C -2.558 0.450 0.589 0.4 0.0 2.1 -0.441
C 3.948 0.336 -0.045 1.8 -3.4 1.7 -0.199
N -2.102 -0.879 0.374 1.8 -1.1 -0.5 -0.042
N 3.668 0.553 1.225 0.7 0.5 1.6 0.072
N 4.688 -0.768 -0.327 -0.6 0.1 0.4 0.159
H 2.666 1.143 3.011 0.5 0.1 -1.9 0.141
H 1.611 -3.446 -0.196 0.6 1.2 -0.5 0.093
H 2.747 -2.709 -1.460 0.0 0.5 0.4 0.078
H -2.147 -2.957 0.004 -1.5 2.3 1.1 0.125
H -3.709 -2.037 0.773 -1.1 -0.5 0.1 0.046
H 0.606 -1.275 0.306 0.9 0.1 -0.4 0.118
H -4.358 -0.420 1.491 0.5 0.7 0.3 0.069
H -4.663 1.054 0.690 -0.3 0.7 -0.4 0.071
H -3.686 1.154 2.199 -0.9 -0.5 -0.4 0.093
H 0.183 2.710 -0.788 -0.5 -2.1 -0.4 0.154
H 0.275 1.421 0.388 -0.7 -0.4 -0.8 0.085
H -0.939 0.832 -2.463 -0.6 1.0 0.3 0.126
H -0.767 -0.284 -1.286 -0.3 0.1 0.6 0.080
H 1.739 0.880 1.316 0.1 0.4 0.8 0.066
H 2.013 1.559 -1.996 0.5 1.6 -1.7 0.091
H -2.367 2.237 -0.666 -0.3 -0.6 0.6 0.133
H -3.093 0.976 -1.518 -1.0 -0.8 0.3 0.118
H 2.768 -0.653 -1.806 -0.2 1.2 0.2 0.119
H -1.770 0.915 1.299 -1.1 -0.7 -1.0 0.157
H 4.053 1.202 -0.569 0.7 1.9 -1.9 0.129
H 5.369 -0.773 -1.039 0.4 0.4 -1.1 0.112
H 4.668 -1.674 0.154 -0.5 1.1 0.3 0.143
```
Positions in Å, forces in eV/Å.

Properties
LUMO energy = -4.4 eV
E = -634.2610 hartree
ΔE to the lowest compared entry with this formula, charge and spin = 5.240 eV
Total charge = +1
Largest force on an atom = 4.2 eV/Å
Highest occupied orbital energy = -11.579 eV



(2)
ORCA calculation (ωB97M-V/def2-TZVPD) on the ion C12H22N3O3S with charge -1 at a distorted geometry.

The geometry in XYZ format:
```
41
Properties=species:S:1:pos:R:3:forces:R:3:lowdin_charge:R:1
O -3.660 1.893 1.896 0.3 -0.5 0.2 0.007
O -0.921 -1.076 2.657 -0.8 1.1 -1.2 0.027
O 1.582 -3.247 1.107 0.2 0.6 0.1 0.022
S -1.703 -1.078 -1.772 -0.2 0.0 -1.2 0.410
C -3.299 1.785 0.730 -0.5 1.0 0.4 -0.584
C -1.114 -0.529 1.555 -0.6 -2.9 1.1 -0.411
C 1.194 -2.333 0.381 0.7 -0.3 0.2 -0.451
N 0.759 -2.579 -0.869 0.1 1.0 -0.2 -0.030
N -2.883 0.653 0.131 0.0 1.5 0.2 0.016
N -0.086 -0.238 0.753 1.4 1.5 -2.2 0.076
C -3.343 3.079 -0.102 0.8 0.6 -0.8 -0.039
C 0.872 -3.888 -1.441 1.3 -1.1 1.5 -0.096
C 3.797 2.082 0.191 3.2 -0.8 -2.0 -0.116
C 1.509 2.055 -0.660 -0.2 1.6 1.5 -0.052
C 2.497 1.440 0.324 -1.2 -0.6 0.4 -0.464
C -2.660 -1.613 -0.324 1.1 -0.2 0.6 -0.559
C 2.423 -0.039 0.197 -0.2 -1.6 -0.9 -0.131
C -2.533 -0.561 0.860 -0.4 -0.1 -1.1 -0.248
C 1.257 -0.834 0.828 0.1 0.0 3.3 -0.186
H 0.238 -1.841 -1.392 0.0 -0.7 0.4 -0.022
H -2.645 0.725 -0.886 0.1 -0.7 1.1 0.033
H -0.291 0.119 -0.192 -0.6 -0.7 0.7 0.046
H -4.351 3.596 0.116 2.0 -0.5 0.0 0.089
H -2.329 3.696 0.193 -2.9 -1.2 -0.8 0.127
H -3.344 2.862 -1.218 0.3 0.3 1.2 0.067
H 0.131 -4.057 -2.171 -0.9 0.0 -0.9 0.052
H 1.883 -4.039 -1.875 -0.5 0.0 0.0 0.084
H 0.770 -4.679 -0.647 0.0 0.8 -0.7 0.094
H 3.698 3.078 0.437 -0.5 2.5 0.4 0.042
H 4.622 1.790 0.879 -0.6 -0.6 -0.6 0.097
H 4.148 2.103 -0.873 0.2 -0.3 0.7 0.102
H 1.605 1.817 -1.706 1.1 0.1 -0.5 0.087
H 1.539 3.140 -0.413 -0.4 -0.4 -0.9 0.094
H 0.518 1.702 -0.503 -0.8 0.1 0.6 0.040
H 2.361 1.697 1.355 -1.6 0.2 0.8 0.137
H -2.377 -2.624 0.018 0.1 0.4 -0.1 0.065
H -3.699 -1.657 -0.656 -0.1 0.1 0.4 0.043
H 2.197 -0.235 -0.815 0.6 -0.1 -1.9 0.093
H 3.399 -0.516 0.395 -0.6 -0.1 0.3 0.138
H -3.297 -0.847 1.601 0.5 0.6 0.0 0.144
H 1.538 -0.804 1.912 -0.7 -0.7 -0.6 0.154
```
Positions in Å, forces in eV/Å.

Properties
LUMO energy = 3.0 eV
E = -1258.6859 hartree
Structure (SMILES) = CNC(=O)[C@@H](CC(C)C)NC(=O)[C@H](C[S-])NC(C)=O
ΔE to the lowest compared entry with this formula, charge and spin = 1.541 eV
Total charge = -1
Largest force on an atom = 3.9 eV/Å
Highest occupied orbital energy = -4.156 eV



(3)
ORCA calculation (ωB97M-V/def2-TZVPD) on a structure of composition C12H23AlCl5FKN4NaO10P at a distorted geometry.

The geometry in XYZ format:
```
59
Properties=species:S:1:pos:R:3:forces:R:3:lowdin_charge:R:1
C 0.357 -2.894 3.480 -1.6 0.2 -0.9 -0.073
C 0.280 -1.687 2.324 1.5 -3.3 -1.5 -0.269
C 1.755 -1.096 1.928 1.0 -0.4 0.2 -0.151
N 2.164 0.166 2.651 -2.9 -1.3 1.2 -0.157
C 1.086 1.225 2.536 -0.1 -1.5 0.7 -0.168
C -0.239 0.598 3.342 -0.5 4.4 -0.1 -0.102
N -0.763 -0.653 2.677 -0.5 -0.5 1.4 0.036
H 1.163 -3.694 3.173 -1.4 1.9 0.7 0.097
H 0.473 -2.477 4.568 0.1 -0.8 -2.1 0.084
H -0.694 -3.453 3.387 2.2 1.1 0.5 0.063
H -0.126 -2.246 1.350 0.8 1.3 2.1 0.163
H 1.863 -1.029 0.741 -0.3 0.5 2.7 0.130
H 2.545 -1.932 2.250 -1.8 1.8 -0.7 0.141
H 2.460 -0.002 3.638 -0.8 0.0 -0.9 0.110
H 0.807 1.474 1.405 0.9 -0.8 2.4 0.165
H 1.413 2.235 3.063 -0.7 -5.6 -0.4 0.049
H -1.087 1.427 3.204 1.5 -1.7 0.5 0.136
H -0.061 0.516 4.496 -0.2 -0.5 -2.4 0.146
H -1.412 -1.116 3.382 0.8 0.6 -1.2 0.182
H -1.361 -0.400 1.859 0.9 -0.1 0.6 0.196
C -2.859 -5.690 4.197 0.0 0.4 -0.2 -0.714
O -2.721 -4.538 3.816 0.0 0.3 0.0 0.003
N -3.863 -6.480 3.777 -1.2 -0.4 -0.7 0.153
N -2.018 -6.273 5.071 1.1 -0.2 0.9 0.154
H -3.994 -7.431 4.079 0.0 0.2 -0.1 0.100
H -4.519 -6.080 3.118 0.2 -0.2 0.2 0.115
H -1.248 -5.713 5.413 -0.3 -0.3 -0.1 0.112
H -2.116 -7.220 5.396 0.0 0.2 -0.1 0.100
C -2.220 3.882 3.010 -2.6 1.2 -4.0 -1.124
O -1.017 3.971 3.199 6.0 -0.2 1.3 -0.097
O -2.786 4.060 1.925 0.4 0.6 -4.0 -0.076
O -3.058 3.599 3.874 2.1 2.3 3.2 -0.488
Na 1.343 3.721 2.803 -1.2 3.3 -0.9 0.683
O 0.334 -1.501 -1.461 1.2 0.1 -0.3 0.055
C 1.121 -0.807 -2.083 -0.6 -0.3 0.8 -0.461
O 2.457 -1.066 -2.191 -1.1 -0.7 0.4 0.020
C 3.086 0.005 -2.893 0.5 0.8 0.1 -0.166
C 1.985 0.666 -3.680 0.0 -0.2 1.3 -0.349
C 0.781 0.468 -2.795 0.1 0.0 -0.3 -0.096
H 3.539 0.683 -2.162 0.0 -0.2 0.1 0.130
H 3.871 -0.391 -3.543 0.0 -0.2 0.2 0.102
H 2.190 1.715 -3.911 0.0 -0.3 0.1 0.082
H 1.835 0.134 -4.628 0.0 -0.1 2.2 -0.124
H 0.679 1.271 -2.060 -0.2 -0.1 0.1 0.136
H -0.135 0.360 -3.381 0.0 0.1 0.4 0.077
K -4.167 2.417 4.799 -4.6 -4.4 3.5 0.970
C -1.548 3.454 -4.532 0.2 0.3 -0.2 -1.975
Cl -1.384 1.814 -5.210 -0.2 0.4 0.0 0.530
Cl 0.068 4.116 -4.181 -0.6 -0.2 0.1 0.552
Cl -2.376 4.503 -5.710 0.3 -0.4 0.4 0.544
Cl -2.500 3.382 -3.028 0.1 0.0 -0.2 0.496
Cl 1.848 0.961 -6.213 1.4 -1.2 -4.8 0.046
O -0.762 3.945 -8.761 0.2 0.3 0.7 -0.221
P 0.470 4.594 -8.110 0.1 -0.1 0.0 -0.113
O 1.576 4.766 -9.164 -0.2 0.1 0.8 -0.212
O 0.981 3.695 -6.972 -0.2 0.2 -1.1 -0.323
O 0.085 5.970 -7.542 0.0 -0.4 -0.7 -0.226
Al 3.276 -1.017 -6.786 -1.3 1.9 0.4 0.485
F 3.144 1.091 1.064 1.0 1.8 -2.4 -0.660
```
Positions in Å, forces in eV/Å.

Properties
LUMO energy = 0.2 eV
E = -5189.0440 hartree
Total charge = -1
Largest force on an atom = 7.2 eV/Å
Highest occupied orbital energy = -4.043 eV



(4)
ORCA calculation (ωB97M-V/def2-TZVPD) on a structure of composition C12H23Br2N2O4Sr at a distorted geometry.

The geometry in XYZ format:
```
44
Properties=species:S:1:pos:R:3:forces:R:3:lowdin_charge:R:1
N -30.188 15.602 11.265 0.3 0.3 -0.7 0.354
H -29.938 16.082 10.412 0.4 0.8 -0.8 0.138
H -29.564 14.809 11.293 0.1 -0.6 0.4 0.159
H -31.164 15.359 11.171 -0.4 -0.3 0.4 0.153
H -30.010 16.229 12.036 0.0 0.3 0.5 0.162
Sr -32.239 15.252 5.755 0.3 1.2 -0.8 1.221
C -26.685 19.063 8.531 -0.8 -1.4 0.0 -0.121
C -27.602 18.523 7.334 -0.8 0.6 1.7 -0.450
O -28.728 17.733 7.780 1.4 0.7 -0.4 -0.450
H -25.833 19.654 8.196 0.1 -0.3 -0.2 0.057
H -26.397 18.201 9.132 0.7 -0.3 -0.2 0.037
H -27.175 19.639 9.316 -0.7 0.4 -0.5 0.045
H -26.970 18.088 6.560 0.3 -0.9 0.2 0.070
H -27.847 19.461 6.837 -1.0 0.3 -0.2 0.065
C -33.576 20.075 3.730 0.3 -1.0 -0.1 -0.111
C -33.432 19.351 2.367 -0.1 -1.3 0.6 -0.422
O -32.911 18.026 2.485 -0.6 1.8 0.3 -0.271
H -32.542 20.149 4.066 -0.2 0.5 0.5 0.065
H -34.151 19.441 4.404 0.0 -0.1 0.1 0.045
H -34.111 21.021 3.645 0.4 0.1 -0.1 0.070
H -32.790 20.044 1.823 0.6 -0.3 -0.4 0.097
H -34.404 19.403 1.875 -0.3 -0.5 -0.2 0.087
Br -24.239 11.464 7.095 -0.2 0.8 -0.3 0.551
C -24.647 13.176 6.170 -0.1 0.4 0.7 -0.689
C -23.853 14.374 6.697 1.1 -1.6 -0.6 -0.625
Br -21.932 14.056 6.218 -0.8 0.5 0.2 0.553
H -25.671 13.445 6.431 -0.2 -0.5 -0.3 0.046
H -24.529 12.982 5.104 0.0 0.1 0.2 0.052
H -23.888 14.382 7.786 0.0 0.3 -0.2 0.049
H -24.201 15.287 6.213 0.2 0.0 0.2 0.063
C -28.091 25.208 8.003 0.3 1.0 0.4 -0.063
C -28.919 24.922 6.962 0.0 -2.2 -0.4 -0.091
C -29.920 25.748 6.596 -1.9 -0.3 -1.1 -0.046
C -30.121 26.921 7.209 2.0 3.7 1.5 -0.136
C -29.234 27.412 8.226 0.4 -2.5 -1.8 0.041
C -28.218 26.482 8.560 -1.2 1.2 1.3 -0.064
N -31.038 27.890 6.584 0.3 1.7 3.4 -0.390
O -31.070 29.034 6.997 1.4 0.6 0.7 0.068
O -31.842 27.520 5.834 -2.6 -2.6 -3.7 0.113
H -27.381 24.482 8.371 0.2 0.1 0.0 0.110
H -28.944 23.971 6.451 0.6 -0.3 0.1 0.114
H -30.674 25.452 5.881 0.2 0.0 -0.4 0.129
H -29.203 28.409 8.640 -0.5 -0.1 -0.1 0.115
H -27.692 26.801 9.448 0.8 -0.3 -0.1 0.100
```
Positions in Å, forces in eV/Å.

Properties
LUMO energy = -6.2 eV
E = -6059.5272 hartree
Total charge = +1
Largest force on an atom = 5.2 eV/Å
Highest occupied orbital energy = -9.189 eV